97
Properties=species:S:1:pos:R:3:forces:R:3 method="wB97M-V/def2-TZVPD" e_homo_ev="0.081 / 0.081" homo_lumo_gap_ev="4.02 / 4.02" charge=-2 e_tot_ha=-2486.67658
Rh 0.14756 -0.23458 0.36502 0.43 0.09 0.85
C 2.18912 -2.81289 0.45988 -0.10 0.30 0.10
C 3.60506 -1.91325 -1.42195 0.14 -0.16 -0.19
C 1.10925 -2.20758 -1.74571 -0.10 -0.22 0.16
C 3.74661 -0.57745 -1.72285 0.18 0.27 0.21
C 4.96222 -0.14991 -2.38759 -0.04 -0.07 -0.09
C 5.08769 1.07154 -2.98763 0.03 0.03 0.05
C 4.06992 2.02977 -2.89721 -0.09 -0.03 -0.04
C 3.00178 1.78086 -2.02383 -0.14 -0.04 -0.03
C 2.01977 2.93977 -1.83973 0.03 0.01 -0.01
C 2.41311 3.88969 -0.70273 -0.01 -0.05 0.07
C 0.54319 2.56078 -1.72999 0.01 0.02 -0.08
C 2.89096 0.55203 -1.37268 0.04 0.03 -0.11
N 2.08360 0.50707 -0.16581 -0.64 0.15 0.08
C 2.68086 0.96679 0.88023 -0.01 -0.03 0.08
C 1.96164 1.22815 2.09242 0.04 -0.04 -0.13
C 2.35773 1.91185 3.24096 -0.04 0.05 0.02
C 1.17416 2.18609 3.94174 0.06 0.06 -0.06
C 0.11910 1.65981 3.17618 -0.05 -0.06 -0.01
N 0.60254 1.05433 2.07407 0.08 -0.34 -0.13
C -1.36655 1.83619 3.41540 -0.02 -0.02 0.02
C -1.60178 2.81546 4.56739 0.00 -0.02 0.01
C -2.04342 0.50574 3.75327 -0.02 0.01 -0.04
C -2.00576 2.40543 2.14247 0.01 0.01 -0.01
H 1.29717 -3.37655 0.75666 -0.02 0.02 -0.01
H 2.08789 -1.79461 0.87303 -0.06 -0.34 -0.23
H 3.06966 -3.25578 0.93127 0.02 -0.09 -0.02
H 4.48080 -2.51584 -1.65487 -0.01 0.02 -0.04
H 0.86111 -1.19832 -1.40749 0.03 0.16 -0.06
H 0.25651 -2.85570 -1.51993 0.00 0.01 0.00
H 1.24263 -2.15960 -2.82766 -0.01 0.04 -0.01
H 5.76276 -0.87986 -2.47248 -0.01 -0.02 -0.03
H 5.99606 1.29794 -3.54130 -0.01 0.00 0.00
H 4.12865 2.97076 -3.43333 0.00 0.00 0.01
H 2.11822 3.50832 -2.77236 0.05 0.04 0.03
H 2.16853 3.46101 0.27278 0.02 0.00 -0.03
H 1.87086 4.83729 -0.79138 -0.01 0.00 0.01
H 3.48407 4.10089 -0.72994 0.00 0.01 0.00
H 0.28750 2.13753 -0.75857 0.01 -0.02 0.02
H 0.27772 1.81679 -2.48537 0.00 0.00 0.01
H -0.07706 3.45236 -1.88400 0.00 0.00 -0.01
H 3.73480 1.24168 0.81637 0.00 0.01 -0.01
H 3.36425 2.20930 3.49788 0.00 -0.01 0.00
H 1.08493 2.73984 4.86448 0.00 -0.01 0.00
H -1.19533 2.42548 5.50374 0.00 0.00 0.00
H -2.67576 2.97430 4.70531 0.00 -0.01 0.00
H -1.13197 3.78075 4.36652 0.00 0.00 0.00
H -1.60777 0.05691 4.64887 0.00 0.00 -0.01
H -1.92165 -0.19373 2.92865 0.00 0.04 0.03
H -3.11602 0.65879 3.92693 0.00 0.00 0.01
H -1.57855 3.38235 1.90081 0.00 0.00 0.00
H -3.08793 2.52148 2.27737 0.00 0.01 0.00
H -1.81573 1.74212 1.29674 0.02 0.01 0.00
S -3.70764 -3.99187 0.79408 0.02 -0.01 0.03
C -2.61136 -3.40848 2.05192 -0.04 -0.04 0.01
C -2.63659 -4.20139 3.20744 0.02 -0.01 0.02
C -1.66564 -4.11864 4.18238 0.01 0.00 0.00
C -0.61970 -3.20647 3.98452 -0.03 -0.01 0.00
C -0.60002 -2.38554 2.88902 0.00 0.02 0.01
C -1.62484 -2.39284 1.89304 0.13 0.01 0.03
N -1.53001 -1.45050 0.94061 0.27 0.23 -0.35
C -2.52313 -1.01585 0.06233 -0.02 0.10 -0.14
C -4.13060 -0.36446 -1.04039 -0.01 -0.02 0.02
C -5.40955 -0.02409 -1.68521 0.01 -0.03 0.01
C -5.43751 0.92519 -2.63224 0.02 0.01 -0.03
C -4.23635 1.64089 -3.06394 -0.09 0.01 -0.05
C -3.02437 1.40182 -2.53271 0.04 -0.07 0.03
C -2.92839 0.39704 -1.50554 0.00 0.16 -0.07
H -3.44001 -4.92470 3.30114 0.00 0.00 0.00
H -1.70518 -4.75250 5.05923 0.00 0.00 0.00
H 0.18223 -3.13055 4.71067 0.00 0.00 0.00
H 0.19516 -1.66133 2.74736 -0.01 0.00 -0.01
H -6.31745 -0.52571 -1.36814 0.00 0.00 0.01
H -6.37780 1.19260 -3.10162 0.00 0.00 0.00
H -4.34671 2.39183 -3.83779 0.00 0.00 0.00
H -2.13139 1.92933 -2.84319 0.00 0.01 0.02
N -4.77090 -1.41208 1.01176 0.00 -0.06 -0.01
C -4.45274 -2.51107 0.07055 -0.04 0.05 -0.01
C -3.52351 -1.80663 -0.88803 -0.06 -0.01 0.08
N -1.90948 -0.01559 -0.84692 -0.13 -0.23 -0.27
C -3.90405 -0.35935 0.50926 0.05 0.06 0.00
H -4.50871 -1.67294 1.95753 0.00 0.00 0.00
H -5.35638 -2.89010 -0.41507 -0.01 0.02 0.00
H -3.15622 -2.36265 -1.74871 0.00 0.02 -0.01
H -3.91788 0.57150 1.07334 -0.02 -0.03 0.00
C 2.38817 -2.73590 -1.06622 -0.03 0.00 0.23
C 2.58445 -4.13817 -1.65907 0.06 -0.05 0.10
C 2.92338 -4.27683 -3.00956 0.01 0.01 0.01
C 3.07197 -5.52171 -3.59611 0.00 -0.01 0.01
C 2.89329 -6.67999 -2.84428 0.02 0.01 -0.05
C 2.56500 -6.56276 -1.50565 0.00 0.02 0.02
C 2.41258 -5.30683 -0.92282 -0.02 -0.03 -0.02
H 3.08709 -3.37634 -3.58925 0.00 0.00 0.00
H 3.33395 -5.59213 -4.64621 0.00 0.00 0.00
H 3.01230 -7.65663 -3.29969 0.00 0.00 0.00
H 2.42337 -7.45177 -0.90095 0.00 0.00 0.00
H 2.15217 -5.24617 0.12423 -0.01 0.00 0.01

41
Properties=species:S:1:pos:R:3:forces:R:3 method="wB97M-V/def2-TZVPD" e_homo_ev=-4.836 homo_lumo_gap_ev=4.96 charge=-1 e_tot_ha=-3754.27065
C -1.36486 4.15796 4.97466 0.01 -0.12 0.10
C -0.82837 4.58228 3.61379 -0.07 0.22 -0.03
C -0.54463 3.39436 2.69194 0.03 -0.11 0.15
N -1.72786 2.98080 1.93275 0.41 -0.25 -0.77
Ta -3.02240 1.53948 2.47814 -0.50 0.22 0.57
I -5.21091 3.20248 3.16637 0.05 -0.04 0.07
C -1.57531 -0.10628 2.15703 0.33 -0.20 0.01
C -0.50134 0.08825 1.08105 -0.03 0.05 -0.09
C 0.42377 -1.11011 1.06563 -0.09 -0.20 0.06
Br 2.00733 -0.90823 -0.09692 0.07 0.14 -0.07
H -0.65960 3.48982 5.48069 -0.01 0.06 -0.05
H -1.53172 5.01776 5.62902 -0.07 -0.04 -0.07
H -2.31048 3.61215 4.88373 0.05 0.10 -0.02
H 0.07717 5.18886 3.73614 0.01 -0.13 0.06
H -1.56449 5.22056 3.11419 0.07 -0.02 0.02
H 0.27906 3.63321 2.01167 -0.10 0.01 -0.04
H -0.18236 2.55564 3.30835 0.03 0.07 0.00
H -1.56053 3.08596 0.93902 -0.16 0.34 0.04
H -2.74565 0.95626 4.20721 -0.26 -0.15 -0.31
H -4.26853 0.19379 2.45795 -0.10 0.05 -0.19
H -3.42474 1.09874 0.73017 0.23 -0.01 0.42
H -2.21829 -0.95427 1.89110 0.07 0.01 0.09
H -1.09594 -0.36147 3.11056 0.03 -0.01 -0.09
H -0.96991 0.19709 0.09749 0.04 0.04 0.06
H 0.07468 1.00243 1.25874 0.03 -0.10 0.03
H 0.83805 -1.31987 2.05018 -0.02 0.03 -0.08
H -0.06651 -2.00043 0.67585 -0.02 0.05 0.13
C 2.33606 -4.16416 -6.21808 0.02 -0.14 0.09
C 2.47113 -4.85518 -5.07346 0.00 0.24 0.22
C 2.54873 -4.18588 -3.68981 0.00 -0.41 -0.18
O 2.67192 -4.97272 -2.76413 0.01 0.13 0.01
C 2.47605 -2.75868 -3.58933 0.00 0.17 -0.10
C 2.34286 -2.06932 -4.73681 -0.01 -0.20 -0.21
C 2.26369 -2.73423 -6.11712 -0.02 0.35 0.15
O 2.14046 -1.96304 -7.05598 0.01 -0.11 -0.01
O 2.26701 -0.75678 -4.81321 0.00 0.09 0.11
O 2.55428 -6.16680 -4.98850 -0.01 -0.07 -0.06
H 2.28037 -4.63231 -7.19005 0.00 -0.01 0.00
H 2.51731 -2.28013 -2.62026 -0.03 -0.03 0.02
H 2.16477 -0.55798 -5.76798 0.00 0.01 -0.02
H 2.63971 -6.34004 -4.02179 0.00 -0.02 -0.01

141
Properties=species:S:1:pos:R:3:forces:R:3 method="wB97M-V/def2-TZVPD" e_homo_ev=-8.706 homo_lumo_gap_ev=8.14 smiles="CC(C)CC[C@@](CCOCC(F)(F)C(F)(F)C(F)(F)C(F)F)(CC(C)C)O[C@@H](Cl)CO[C@@H](OB(O)O)P(O)I.COP(=O)(OC)OC.COP(=O)(OC)OC.COP(=O)(OC)OC.COP(=O)(OC)OC" charge=0 e_tot_ha=-6280.28134
C 0.55341 -3.69818 2.98391 1.32 0.94 -0.37
C 0.18100 -3.33486 1.42969 -0.59 -0.28 0.03
C -1.05538 -4.37646 1.00461 1.14 0.18 0.51
C -0.27211 -1.73957 1.21016 -0.23 -1.75 0.11
C 0.88526 -0.74722 1.76926 -0.45 0.29 1.27
C 0.53584 0.88802 1.63436 1.31 -1.15 -0.11
C 1.19141 1.36559 0.24167 0.97 0.31 -1.02
C 0.91486 0.45574 -1.08730 0.26 1.41 -1.12
O 1.90263 -0.65949 -1.27474 -2.40 -0.02 -1.79
C 1.62802 -1.18439 -2.64020 0.19 -0.07 -0.18
C 1.89283 -2.82292 -2.69760 -0.33 1.31 2.39
F 0.84135 -3.51059 -1.86628 3.40 1.90 -2.61
F 3.22655 -3.03318 -2.03217 -3.81 -0.24 -2.28
C 1.84120 -3.44367 -4.21390 -1.35 -1.52 -1.16
F 1.37092 -4.87193 -4.07184 1.67 4.19 -0.73
F 0.85843 -2.78531 -5.12151 2.95 -1.80 3.29
C 3.29896 -3.42152 -4.99878 0.79 0.90 -1.95
F 3.99398 -2.10866 -4.73918 -2.52 -4.15 -0.94
F 3.04107 -3.54687 -6.48164 0.80 0.66 4.89
C 4.29605 -4.67535 -4.53915 1.57 -0.18 -0.88
F 4.42708 -5.63655 -5.65815 -0.28 2.97 3.24
F 5.64229 -4.09232 -4.24815 -4.06 -1.95 -0.95
C -0.96251 1.27128 2.03545 -1.51 -0.55 1.02
C -2.10194 1.58490 0.93069 -1.86 0.07 0.00
C -1.79669 2.76057 -0.16796 -0.15 0.24 0.63
C -2.84242 0.23478 0.27583 -0.37 0.69 -0.28
O 1.42234 1.44576 2.71612 -0.30 2.27 -1.63
C 1.61829 2.88324 2.59614 0.49 0.18 0.02
Cl 1.44358 3.54861 4.36258 0.02 -0.51 -1.29
C 3.17290 3.33099 2.17010 -0.47 0.37 1.60
O 3.27011 3.76824 0.76661 1.74 -0.64 1.31
C 4.65971 4.02136 0.35463 -1.32 1.65 -0.40
O 5.63876 4.06364 1.45174 1.11 -2.27 -1.98
B 6.72246 3.07662 1.27961 1.35 -0.60 -0.26
O 8.03880 3.38991 0.65599 -2.85 -2.43 0.96
O 6.55495 1.68110 1.79233 -0.13 1.54 -3.10
P 5.22220 2.85327 -1.09867 0.74 -1.45 0.33
O 4.70673 1.21535 -0.79499 0.01 2.06 1.33
I 4.08209 3.55255 -3.20128 -0.20 -0.23 0.97
H 0.52328 -4.85320 3.16930 -0.05 2.24 -0.32
H 1.67385 -3.33138 3.16755 -2.42 -0.92 -0.15
H -0.10165 -3.10523 3.75631 1.02 -1.30 -1.55
H 1.12310 -3.52297 0.72758 -2.02 0.25 1.52
H -1.36834 -4.22110 -0.11204 0.38 -0.36 2.18
H -0.63095 -5.47091 1.17275 -0.97 2.22 -0.57
H -1.94147 -4.24743 1.77002 1.62 -0.10 -1.72
H -0.51890 -1.65292 0.06469 0.73 0.06 2.20
H -1.31844 -1.64346 1.77220 2.43 0.12 -1.00
H 0.97638 -0.94252 2.94328 -0.31 0.47 -2.50
H 1.97117 -0.97892 1.34300 -2.50 0.55 0.55
H 2.37735 1.34477 0.39249 -2.69 -0.09 -0.29
H 0.96780 2.49375 -0.07972 0.29 -2.55 0.88
H -0.17780 0.06889 -1.22437 1.98 0.59 0.60
H 1.11793 1.17276 -2.02132 -0.53 -1.27 1.96
H 2.31192 -0.57721 -3.38906 -1.17 -1.67 1.31
H 0.52322 -1.02607 -2.99597 1.93 -0.38 0.88
H 3.87817 -5.26012 -3.61116 1.11 1.27 -1.88
H -1.03309 2.17077 2.82203 0.74 -1.79 -1.90
H -1.38791 0.34904 2.67161 1.00 2.00 -1.30
H -3.00309 2.05032 1.57312 2.04 -0.99 -1.26
H -1.04829 2.46963 -1.01920 -1.45 0.48 1.66
H -1.36937 3.69125 0.43921 -0.75 -1.88 -1.40
H -2.81264 3.10009 -0.64112 1.95 -0.68 0.80
H -3.20778 -0.47980 1.13330 0.87 1.37 -1.68
H -3.81207 0.57241 -0.33344 2.13 -0.57 1.37
H -2.17231 -0.34344 -0.48123 -1.15 0.99 1.50
H 0.79595 3.47117 1.99691 1.64 -1.42 1.04
H 3.43347 4.29176 2.82910 -0.46 -2.44 -1.28
H 3.86801 2.40650 2.43606 -1.39 2.01 -0.61
H 4.66461 5.11158 -0.13189 0.02 -2.28 0.97
H 8.42962 2.48292 0.40015 -0.66 2.20 0.78
H 6.67616 1.06076 0.99277 0.00 1.21 1.91
H 4.58914 1.06327 0.19055 -0.10 0.33 -1.52
C -3.03592 1.71551 -9.20504 0.12 0.76 -0.32
O -3.31050 0.43945 -8.66593 0.29 -1.59 0.70
P -2.07241 -0.36458 -8.02080 0.56 0.58 1.19
O -1.30055 0.38471 -6.98249 -0.88 -1.18 -1.77
O -1.20676 -0.82807 -9.29652 0.15 0.50 1.11
C -1.88668 -1.33291 -10.42910 -0.43 -0.17 -0.58
O -2.75256 -1.73243 -7.50706 -0.58 1.54 -0.81
C -1.89632 -2.68333 -6.90614 0.55 -0.53 0.45
H -3.74348 1.90343 -10.01769 0.06 -0.13 0.17
H -3.16552 2.47719 -8.43390 0.11 -0.05 -0.06
H -2.02059 1.76778 -9.61021 -0.07 0.07 0.08
H -2.03892 -0.51745 -11.14148 -0.06 -0.13 0.00
H -2.85603 -1.76531 -10.16148 0.13 0.04 -0.05
H -1.27322 -2.10270 -10.89712 0.06 0.08 0.12
H -1.19702 -3.07642 -7.64769 0.06 0.00 0.09
H -2.50325 -3.50774 -6.52375 -0.05 0.24 -0.14
H -1.34543 -2.23596 -6.07438 -0.05 -0.04 -0.15
C 5.58596 -3.30634 3.47411 0.01 0.51 -0.69
O 5.56139 -4.19199 4.57383 -0.35 -0.64 1.65
P 4.59626 -3.80464 5.80428 -1.48 0.06 -0.42
O 3.17247 -3.53716 5.43472 2.26 -0.11 0.73
O 5.34955 -2.57017 6.51157 -1.09 -0.34 -0.33
C 6.75117 -2.64190 6.68546 0.72 -0.07 -0.04
O 4.81329 -5.02296 6.83683 0.59 0.40 -1.57
C 4.10661 -4.95573 8.05935 -0.49 0.04 0.67
H 6.57300 -3.36786 3.00685 -0.14 -0.09 0.15
H 4.82652 -3.60014 2.74710 0.00 0.11 0.07
H 5.41570 -2.27245 3.79014 -0.05 -0.06 -0.08
H 7.23689 -2.13481 5.84727 0.05 -0.08 0.10
H 7.10184 -3.67771 6.73408 -0.03 0.14 0.01
H 7.02016 -2.13369 7.61138 -0.15 0.01 -0.05
H 4.47663 -4.12041 8.65832 -0.09 0.00 0.02
H 4.27305 -5.88444 8.61074 0.09 0.11 -0.25
H 3.03434 -4.83978 7.87986 0.11 0.05 0.02
C -4.90427 -2.32050 6.02014 -0.07 -0.85 0.09
O -4.83748 -0.92131 5.84074 0.69 1.65 -0.05
P -3.37659 -0.24466 5.89939 0.85 -0.35 -1.05
O -2.36110 -0.84562 4.98128 -1.33 0.83 1.59
O -2.98743 -0.30178 7.46045 0.49 -0.22 -1.09
C -3.97599 0.02555 8.41728 -0.59 0.09 0.42
O -3.68593 1.31611 5.64275 -0.99 -1.57 0.06
C -2.58047 2.19698 5.66547 0.75 0.52 -0.06
H -5.87215 -2.56245 6.46851 0.13 0.16 -0.10
H -4.82238 -2.82049 5.05323 0.08 0.00 0.11
H -4.11388 -2.67554 6.68873 -0.04 -0.03 -0.11
H -4.45521 -0.89611 8.75864 -0.04 0.13 0.02
H -4.73545 0.69642 8.00330 0.10 -0.08 0.08
H -3.49906 0.51313 9.26744 0.09 -0.06 -0.11
H -2.16007 2.24161 6.67279 0.08 0.01 -0.07
H -2.92340 3.19546 5.38322 -0.12 -0.25 0.03
H -1.81430 1.87374 4.95558 -0.02 0.00 0.14
C -4.79234 7.26829 -2.41118 0.73 0.46 0.12
O -6.01107 6.57149 -2.56462 -1.14 -1.40 -0.34
P -5.92117 4.97653 -2.77327 0.53 -0.64 1.13
O -5.13375 4.24366 -1.73491 -0.97 0.96 -1.82
O -5.36547 4.81474 -4.27549 0.17 -0.47 1.12
C -5.89562 5.64862 -5.28718 -0.25 0.54 -0.44
O -7.46684 4.53548 -2.89136 0.89 1.50 0.29
C -7.72266 3.16320 -3.11469 -0.12 -0.85 -0.07
H -4.92766 8.28354 -2.79497 -0.10 -0.20 0.06
H -4.52649 7.31758 -1.35358 0.06 -0.06 -0.11
H -3.98501 6.78950 -2.97400 -0.01 0.04 0.11
H -5.24331 6.51821 -5.40516 -0.13 -0.02 -0.05
H -6.90855 5.98618 -5.04578 0.13 -0.04 -0.06
H -5.92167 5.09496 -6.22566 0.07 -0.07 0.12
H -7.35777 2.87193 -4.10234 0.01 -0.08 0.06
H -8.80226 2.99820 -3.07617 0.18 0.23 0.02
H -7.24489 2.55092 -2.34510 0.00 0.06 -0.11